# 1
A molecular structure, C17H24BeBr2CsF5LiN4O13P at a distorted geometry, computed with ωB97M-V/def2-TZVPD.

HOMO = -2.007 eV
E_tot = -214694.085 eV
lowest unoccupied orbital energy = 0.398 eV
total charge = -2

Each line ends with the Löwdin charge.
Geometry (Å):
O 3.659 1.650 3.150  -0.169
C 2.482 1.377 2.560  -0.308
C 1.784 -0.074 3.012  -0.056
C 0.890 -0.748 2.030  -0.194
C 0.133 -2.187 2.242  -0.158
C 1.177 -3.468 2.431  -0.246
C 2.691 -3.175 1.872  -0.165
C 3.654 -4.511 1.795  -0.452
O 3.683 -5.149 3.145  -0.209
C 0.658 0.042 0.576  -0.420
O 0.358 -0.757 -0.467  -0.190
C 0.841 1.699 0.441  -0.300
C 0.029 2.439 -0.776  -0.219
F -0.326 3.855 -0.526  0.015
F 0.758 2.189 -2.042  -0.112
F -1.284 1.703 -0.903  -0.003
C 1.754 2.344 1.424  -0.270
N 2.028 3.831 1.366  0.065
C 2.133 4.457 2.739  -0.191
O 3.265 4.999 3.234  0.011
F 0.954 4.461 3.671  -0.192
C 3.205 4.170 0.473  -0.149
O 3.338 5.415 -0.063  0.017
F 4.256 3.169 0.090  -0.100
H 1.998 -0.576 4.048  0.129
H -0.543 -2.097 3.217  0.097
H -0.547 -2.467 1.318  0.137
H 1.163 -3.737 3.581  0.031
H 0.745 -4.408 1.852  0.103
H 2.600 -2.636 0.837  0.115
H 3.205 -2.454 2.673  0.114
H 4.763 -4.150 1.574  0.078
H 3.334 -5.284 0.975  -0.197
H 3.925 -6.135 3.037  0.110
O 5.615 -5.818 5.316  -0.085
H 4.788 -5.548 4.889  -0.004
H 6.031 -4.982 5.572  0.033
Cs 2.937 0.736 -0.898  1.337
C -0.397 0.313 -4.637  -0.002
C -0.625 -0.066 -6.073  -0.546
O 0.052 -0.923 -6.637  0.012
N -1.618 0.572 -6.756  -0.009
C -2.512 1.597 -6.271  -0.083
H 0.426 -0.279 -4.227  0.090
H -0.129 1.370 -4.567  0.079
H -1.296 0.108 -4.049  0.102
H -1.711 0.263 -7.716  0.135
H -3.537 1.232 -6.380  0.082
H -2.379 2.485 -6.894  0.075
H -2.327 1.854 -5.228  0.081
Br 4.085 -5.268 -0.664  -0.194
Li -0.418 0.608 3.347  0.620
O -1.468 -3.856 3.384  -0.271
H -1.271 -4.661 2.941  -0.221
Be 0.967 3.277 5.325  0.358
Br -0.304 -5.642 4.134  0.623
O -4.378 -0.242 -1.166  -0.163
P -4.087 0.203 0.277  -0.081
O -2.751 -0.402 0.740  -0.219
O -5.217 -0.283 1.200  -0.205
O -4.003 1.737 0.335  -0.227
C -5.892 2.978 -2.358  -0.714
O -5.864 1.794 -2.058  0.034
N -5.051 3.883 -1.827  0.158
N -6.767 3.482 -3.247  0.129
H -5.058 4.861 -2.061  0.086
H -4.376 3.544 -1.153  0.087
H -7.418 2.834 -3.671  0.101
H -6.805 4.453 -3.507  0.082

# 2
A molecular structure, C17H24BrN2NbO5P at a distorted geometry, computed with ωB97M-V/def2-TZVPD.

HOMO = -4.311 eV
E_tot = -112107.697 eV
lowest unoccupied orbital energy = 0.826 eV
total charge = -1

Each line ends with the natural charge from an NBO analysis.
Geometry (Å):
C -0.950 4.101 3.318  -0.612
C -0.915 2.781 2.571  -0.674
P -2.236 2.599 1.290  0.240
C -2.474 0.770 1.169  -0.909
Nb -4.427 3.865 1.681  1.341
C -5.582 1.945 2.286  -1.051
C -5.092 0.969 3.239  0.569
O -5.176 -0.227 3.219  -0.573
Br -4.118 1.686 4.803  -0.135
H 0.055 4.422 3.576  0.191
H -1.520 4.019 4.235  0.221
H -1.402 4.884 2.719  0.221
H -0.977 1.933 3.243  0.215
H 0.038 2.702 2.055  0.205
H -3.520 0.510 1.224  0.234
H -2.098 0.407 0.219  0.205
H -1.935 0.270 1.964  0.220
H -4.011 4.535 3.342  -0.378
H -3.841 5.457 0.969  -0.340
H -5.007 3.574 -0.068  -0.385
H -6.071 4.612 1.963  -0.322
H -6.534 2.294 2.679  0.275
H -5.806 1.334 1.415  0.244
C -0.997 -3.102 -2.746  -0.179
C -1.126 -2.511 -1.496  -0.205
C -0.315 -1.447 -1.144  -0.210
C 0.607 -0.995 -2.068  0.078
C 0.752 -1.560 -3.319  -0.209
C -0.059 -2.632 -3.653  -0.205
N 1.469 0.141 -1.693  0.524
O 1.351 0.581 -0.576  -0.355
O 2.250 0.563 -2.525  -0.407
H -1.633 -3.935 -3.014  0.217
H -1.861 -2.873 -0.792  0.227
H -0.400 -0.969 -0.181  0.259
H 1.486 -1.180 -4.010  0.247
H 0.047 -3.098 -4.621  0.222
C 5.987 -1.442 -0.282  -0.183
C 6.377 -2.773 -0.355  -0.211
C 5.769 -3.629 -1.258  -0.218
C 4.779 -3.120 -2.073  0.082
C 4.377 -1.801 -2.025  -0.220
C 4.988 -0.957 -1.115  -0.194
N 4.111 -4.020 -3.032  0.525
O 4.452 -5.182 -3.055  -0.381
O 3.245 -3.540 -3.731  -0.381
H 6.462 -0.780 0.428  0.219
H 7.153 -3.149 0.296  0.218
H 6.049 -4.668 -1.327  0.245
H 3.604 -1.440 -2.681  0.256
H 4.675 0.077 -1.061  0.237

# 3
6 unconnected molecules or ions with the total composition C17H24Cl10NO4 at a distorted geometry, computed with ωB97M-V/def2-TZVPD.

HOMO = -4.245 eV
E_tot = -152913.526 eV
lowest unoccupied orbital energy = 2.074 eV
total charge = -1

Each line ends with the natural charge from an NBO analysis.
Geometry (Å):
C 1.123 2.568 0.269  -0.288
C 1.764 1.426 0.493  0.135
N 2.088 0.116 1.162  -0.470
C 3.571 0.224 1.407  0.185
C 4.723 0.188 2.072  -0.354
C 1.765 -1.052 0.266  0.027
C 2.827 -2.288 0.481  -0.420
C 2.248 -3.711 -0.068  -0.630
C 0.293 -1.703 0.551  -0.404
C -0.839 -0.605 0.914  -0.429
C -2.287 -1.283 1.161  -0.533
C -3.526 -0.381 0.604  0.801
O -3.398 0.710 -0.035  -0.567
O -4.856 -0.939 0.850  -0.721
C 1.874 -0.580 -1.303  0.719
O 3.016 -0.492 -1.914  -0.730
O 0.696 -0.280 -2.041  -0.815
H 0.550 3.573 0.165  0.258
H 5.670 0.057 2.728  0.275
H 3.047 -2.463 1.617  0.201
H 3.823 -2.086 -0.074  0.255
H 1.634 -4.159 0.821  0.187
H 1.582 -3.617 -1.002  0.225
H 3.106 -4.464 -0.255  0.214
H 0.340 -2.435 1.462  0.185
H -0.081 -2.252 -0.410  0.249
H -0.827 0.213 0.096  0.289
H -0.533 -0.071 1.909  0.200
H -2.370 -1.495 2.295  0.221
H -2.308 -2.271 0.540  0.241
H -4.760 -1.342 1.759  0.479
C -5.612 2.791 -1.555  -0.405
Cl -5.580 4.308 -0.646  -0.052
Cl -5.713 3.092 -3.295  -0.047
H -4.700 2.232 -1.343  0.261
H -6.481 2.211 -1.244  0.225
C -1.703 5.266 1.782  -0.399
Cl 0.017 5.396 1.392  -0.007
Cl -2.095 3.651 2.382  -0.009
H -1.949 5.999 2.551  0.216
H -2.287 5.464 0.883  0.227
C 6.712 0.907 -1.556  -0.415
Cl 6.195 2.523 -2.054  -0.046
Cl 5.709 0.295 -0.233  0.024
H 6.627 0.230 -2.408  0.218
H 7.749 0.953 -1.224  0.200
C 6.430 -4.769 -1.566  -0.403
Cl 5.892 -3.159 -2.057  0.011
Cl 5.434 -5.398 -0.247  -0.027
H 6.355 -5.444 -2.419  0.216
H 7.465 -4.711 -1.230  0.214
C -9.786 1.779 -0.590  -0.401
Cl -9.940 3.077 0.600  -0.024
Cl -8.262 0.907 -0.391  -0.005
H -10.613 1.081 -0.462  0.220
H -9.819 2.210 -1.591  0.225

# 4
A molecular structure, C17H24Cl3O19Pd at a distorted geometry, computed with ωB97M-V/def2-TZVPD.

2S+1 = 3
⟨S²⟩ = 2.01
HOMO (spin up / spin down) = -12.696 / -12.695 eV
E_tot = -97949.129 eV
lowest unoccupied orbital energy (spin up / spin down) = -3.520 / -9.292 eV
total charge = +1

Each line ends with the natural charge from an NBO analysis.
Geometry (Å):
Pd -0.649 -0.315 -3.594  0.894
Cl 0.200 0.039 -0.653  2.545
O 0.875 -1.101 -0.111  -0.838
O -1.189 -0.282 -0.932  -0.876
O 0.324 1.170 0.224  -0.863
O 0.776 0.391 -1.951  -0.888
C 2.265 1.778 2.835  -0.119
C 1.789 0.400 3.261  -0.116
O 2.456 0.255 4.551  -0.373
C 2.803 1.429 4.917  0.950
O 3.238 1.630 6.104  0.020
O 2.682 2.393 4.097  -0.374
H 1.598 2.345 2.193  0.273
H 3.168 1.686 2.226  0.220
H 2.082 -0.380 2.560  0.260
H 0.705 0.302 3.324  0.252
C -0.717 -3.227 1.407  -0.098
C -1.570 -4.442 1.801  -0.106
O -1.752 -4.273 3.205  -0.477
C -1.347 -3.050 3.600  0.972
O -1.483 -2.593 4.689  -0.587
O -0.742 -2.404 2.582  -0.523
H -1.008 -2.666 0.525  0.216
H 0.341 -3.473 1.293  0.186
H -0.997 -5.348 1.617  0.203
H -2.502 -4.469 1.242  0.213
C -3.678 -1.114 1.377  -0.111
C -4.784 -0.134 1.029  -0.100
O -5.872 -1.011 0.723  -0.483
C -5.378 -2.219 0.370  0.968
O -6.006 -3.119 -0.069  -0.553
O -4.033 -2.242 0.578  -0.511
H -3.628 -1.383 2.436  0.187
H -2.674 -0.770 1.133  0.208
H -4.541 0.476 0.156  0.188
H -5.090 0.509 1.850  0.207
C 4.195 -2.871 0.304  -0.102
C 5.092 -2.302 -0.774  -0.102
O 4.286 -2.512 -1.946  -0.490
C 3.538 -3.626 -1.717  0.964
O 2.937 -4.215 -2.547  -0.558
O 3.557 -3.952 -0.402  -0.493
H 3.363 -2.232 0.617  0.180
H 4.726 -3.214 1.189  0.204
H 6.005 -2.887 -0.882  0.197
H 5.281 -1.239 -0.658  0.202
C 0.138 3.952 -6.873  -0.100
C 1.650 3.904 -6.571  -0.100
O 1.800 2.631 -5.932  -0.457
C 0.612 2.244 -5.475  1.013
O 0.452 1.309 -4.738  -0.684
O -0.390 2.972 -5.973  -0.465
H -0.071 3.675 -7.904  0.201
H -0.270 4.936 -6.666  0.213
H 1.923 4.709 -5.891  0.196
H 2.242 3.942 -7.478  0.218
Cl -1.944 5.284 2.615  -0.053
C -1.418 4.086 1.398  -0.379
C -2.569 3.182 1.010  -0.388
Cl -3.805 4.179 0.173  -0.057
H -0.625 3.505 1.864  0.198
H -1.071 4.640 0.532  0.230
H -3.055 2.678 1.840  0.219
H -2.243 2.432 0.290  0.231

# 5
C17H24ClN3O2 in the gas phase, computed with ωB97M-V/def2-TZVPD.

HOMO = -7.949 eV
structure (SMILES) = CCCC(=O)Nc1cc(Cl)ccc1N1CCN(C(=O)CC)CC1
E_tot = -39107.582 eV
lowest unoccupied orbital energy = 0.518 eV
energy relative to the best compared isomer or geometry (same formula, charge and spin) = 0.0 kcal per mole
total charge = 0

Each line ends with the natural charge from an NBO analysis.
Geometry (Å):
C -2.044 4.095 -0.007  -0.609
C -2.495 2.666 -0.281  -0.387
C -2.005 2.161 -1.643  -0.495
C -0.493 2.220 -1.745  0.691
O 0.095 2.996 -2.465  -0.612
N 0.131 1.296 -0.956  -0.673
C 1.508 1.195 -0.731  0.209
C 2.316 2.324 -0.769  -0.246
C 3.661 2.227 -0.458  -0.035
C 4.222 1.017 -0.093  -0.242
C 3.427 -0.115 -0.083  -0.232
C 2.078 -0.058 -0.420  0.117
N 1.263 -1.193 -0.412  -0.455
C 1.623 -2.339 0.389  -0.228
H 1.978 -1.977 1.357  0.210
C 0.346 -3.204 0.564  -0.228
N -0.804 -2.400 0.214  -0.438
C -1.298 -1.435 1.038  0.721
O -1.854 -0.443 0.594  -0.661
C -1.232 -1.692 2.529  -0.498
C -2.168 -2.834 2.925  -0.595
H -3.190 -2.589 2.648  0.217
H -1.894 -3.762 2.429  0.204
H -2.131 -2.990 4.001  0.216
H -1.556 -0.773 3.022  0.238
H -0.210 -1.901 2.844  0.213
C -0.817 -2.124 -1.213  -0.236
C 0.573 -1.586 -1.624  -0.237
H 0.484 -0.734 -2.295  0.235
H 1.145 -2.369 -2.146  0.176
H -1.058 -3.048 -1.745  0.200
H -1.602 -1.392 -1.401  0.240
H 0.366 -4.058 -0.118  0.205
H 0.269 -3.587 1.578  0.220
H 2.418 -2.950 -0.070  0.177
H 3.874 -1.062 0.175  0.213
H 5.267 0.954 0.164  0.226
Cl 4.644 3.648 -0.500  0.001
H 1.887 3.275 -1.035  0.255
H -0.460 0.643 -0.450  0.437
H -2.344 1.133 -1.784  0.221
H -2.414 2.784 -2.439  0.226
H -2.131 2.001 0.503  0.217
H -3.586 2.620 -0.270  0.203
H -0.959 4.158 0.020  0.205
H -2.401 4.764 -0.787  0.204
H -2.433 4.441 0.948  0.209